ORCA calculation (ωB97M-V/def2-TZVPD) on C32H91N7O11 as an isolated structure.

```
141
Properties=species:S:1:pos:R:3:forces:R:3
C -11.650309 0.161544 -32.117119 0.8405 1.4714 -0.4188
O -11.556735 1.607377 -32.343248 0.4327 -6.5676 -0.3591
H -11.270907 -0.416016 -32.960070 0.3051 1.2073 0.8147
H -11.189779 -0.131181 -31.173548 0.3949 0.2571 -0.8493
H -12.737096 0.084704 -32.083879 2.6308 -2.4609 1.2427
H -11.300043 1.856618 -33.234084 -1.1758 -1.9485 1.4993
C -13.436419 -2.035375 -30.485231 1.4469 0.4691 1.0881
O -12.005765 -1.942576 -30.129148 -1.4656 -6.5541 -3.0699
H -13.730487 -3.000175 -30.898486 0.4840 -0.4631 0.8949
H -13.947334 -1.786880 -29.555002 -0.7149 -0.3962 0.0084
H -13.836255 -1.386728 -31.264637 0.7643 0.4893 0.2236
H -11.698366 -1.096023 -29.796793 -0.3689 -1.0393 -0.8676
C -14.049775 1.308696 -30.225064 -1.9947 0.7591 0.1352
C -15.087401 0.909560 -31.234385 0.7246 -0.0418 -1.9016
C -16.020548 2.052461 -31.809178 0.4394 -0.4268 2.2073
O -16.727955 2.448477 -30.659425 -1.8393 0.7716 0.2024
C -17.688109 3.523278 -30.889083 0.7425 -1.2625 0.7414
N -14.336531 0.203320 -32.259029 -0.8462 -1.2143 1.6626
H -13.458780 0.411667 -30.040302 -1.7524 0.5384 -0.3117
H -14.675635 1.579926 -29.374865 0.7567 0.3813 0.5727
H -13.433764 2.132255 -30.586122 -0.5124 -0.0084 0.4097
H -15.670167 0.171571 -30.683155 -0.7657 0.0339 -0.3812
H -16.648875 1.671531 -32.614295 -0.5748 0.3240 0.8963
H -15.524390 2.975036 -32.110479 0.7804 -0.2365 -0.7872
H -18.040039 3.527771 -31.920687 0.1339 0.1707 -0.0722
H -17.240231 4.463383 -30.567027 0.0066 0.1961 -0.3635
H -18.537110 3.321201 -30.236035 -0.0172 0.0242 -0.0367
H -14.887580 0.125292 -33.101862 0.8237 -0.2133 2.1447
H -13.509382 0.712455 -32.535969 -2.1057 1.5383 -0.6900
C -8.586645 6.872703 -31.685473 0.3606 -0.5231 0.6340
C -8.382677 5.769023 -32.733204 -0.9767 -1.4279 1.2744
C -8.785949 4.352756 -32.122338 2.3144 1.0421 0.3535
O -8.306964 3.347871 -33.001096 0.5831 0.8224 1.6688
C -8.501699 2.057191 -32.525285 1.4579 -0.9060 0.5197
N -9.197747 6.044280 -33.909549 -0.2971 0.9991 -0.2047
H -9.649993 7.016429 -31.493748 -0.0376 0.9133 -0.5666
H -7.903692 7.696701 -31.892049 -1.0020 0.6746 -0.5358
H -8.262990 6.672342 -30.664101 0.3828 -1.0378 0.0076
H -7.328525 5.841853 -33.000721 0.0705 -0.8112 -0.0592
H -9.825044 4.183622 -31.839902 0.7172 1.2346 -0.8924
H -8.259569 4.192482 -31.181417 0.3020 0.3050 0.4306
H -7.736575 1.719780 -31.826112 0.0429 0.4254 0.6838
H -8.311055 1.433344 -33.398531 0.3018 -0.2853 0.8982
H -9.508934 1.877476 -32.149398 0.6077 0.0692 0.2799
H -10.072339 6.393278 -33.544335 0.3875 0.5545 -0.1450
H -9.590141 5.218982 -34.339692 0.7372 -0.3390 -0.1605
C -13.253200 1.256892 -34.961107 -2.9086 -2.0401 -0.5825
C -14.589503 0.500511 -35.021458 0.9015 -0.7101 -2.0250
C -14.493184 -1.047115 -34.869377 0.1788 0.0330 -0.2535
O -13.910894 -1.575714 -36.080675 0.0688 0.9797 1.3516
C -13.862919 -2.974065 -36.125717 -0.2034 -1.3795 0.1634
N -15.469169 1.023609 -34.019567 -2.9274 0.6633 -3.5539
H -13.566217 2.297936 -35.040691 0.2488 0.0504 0.0255
H -12.601283 0.949752 -35.778889 -1.2117 0.3821 0.1214
H -12.646840 1.117642 -34.066098 -1.8724 -0.6876 -0.4482
H -14.996841 0.600526 -36.027527 -0.0547 0.2547 -0.2541
H -15.417800 -1.581787 -34.651855 -0.9862 0.4147 -0.6120
H -14.009134 -1.284420 -33.922012 0.9359 -0.2189 -0.5945
H -13.905938 -3.493751 -35.168545 -0.2006 0.6270 0.3479
H -12.912777 -3.354929 -36.500251 0.0328 0.4333 -0.4661
H -14.692790 -3.377956 -36.705626 -0.0426 0.1013 -0.3525
H -16.175979 0.302167 -34.013777 -1.0835 0.1617 0.2962
H -15.990042 1.873798 -34.180711 0.4727 0.3783 -0.9741
C -12.176748 6.987739 -35.429389 0.3764 -0.3732 0.8474
C -13.003095 7.006230 -34.111425 0.0746 -0.5122 -1.7685
C -12.204556 6.535027 -32.885261 0.0211 0.1861 -0.2949
O -11.566841 5.235253 -32.972844 -0.2732 1.6705 0.6145
C -12.444359 4.166081 -32.917514 -2.6399 -0.3011 -0.6046
N -13.717770 8.287011 -33.878843 0.4615 -1.5084 0.1975
H -11.597779 6.066525 -35.494597 -0.0255 -0.2730 0.2590
H -11.398641 7.750841 -35.411365 -0.1832 0.3488 -0.1967
H -12.741025 6.982510 -36.361949 -0.3112 0.5420 0.2936
H -13.787583 6.262829 -34.252969 -0.2368 -0.0439 -0.0101
H -12.872106 6.583706 -32.024961 -0.1819 -0.3523 0.1718
H -11.446516 7.289211 -32.673851 0.3639 -0.1426 -0.0306
H -11.956137 3.191554 -32.921456 -1.5729 2.3153 1.6136
H -13.035950 4.172866 -33.832973 -0.3137 -0.1121 -0.3511
H -13.174981 4.156362 -32.108695 0.2513 0.4463 -0.3393
H -14.001765 8.126980 -32.922902 -0.5786 0.9598 0.3416
H -13.110706 9.093480 -33.913239 0.3094 0.0091 0.1020
C -13.843564 6.583563 -29.174209 0.1469 -0.0116 -0.6251
C -12.884161 5.460239 -28.840336 0.7995 0.8661 0.5060
C -12.451452 4.646227 -30.024120 0.3030 -1.3694 -0.3968
O -11.560624 3.555627 -29.704800 -0.4614 1.7636 2.5256
C -11.213262 2.757400 -30.801481 0.3863 1.5466 3.4113
N -11.692081 6.146177 -28.279281 -0.5400 -0.8607 0.2086
H -13.993952 7.156955 -28.259496 -0.5018 -0.1003 -0.1475
H -14.742274 6.283547 -29.713120 -0.3174 -0.1524 0.5189
H -13.354753 7.260778 -29.874591 0.2625 0.2024 -0.0569
H -13.292243 4.848394 -28.035831 -0.0816 -0.2864 -0.1515
H -11.890557 5.234669 -30.750238 -0.1824 0.5591 0.1472
H -13.321794 4.258958 -30.553872 -0.2674 -0.1214 0.5141
H -10.781372 3.402116 -31.566936 -1.4760 -0.6982 0.3932
H -12.018225 2.096408 -31.122764 0.2135 2.3228 2.3252
H -10.341409 2.164442 -30.525106 -0.1704 -0.2242 0.6575
H -11.053659 5.364643 -28.237882 0.8650 0.1692 0.3175
H -11.370507 6.739672 -29.030571 0.3998 0.2689 -0.0857
C -10.639674 0.488312 -35.537013 2.0610 0.0854 0.0919
C -10.299902 1.592428 -34.504514 4.5955 -1.4808 -3.2295
C -9.192771 2.597920 -34.975538 0.2906 -0.5123 -3.1786
O -9.220793 2.867784 -36.373283 -0.7176 -0.3407 -1.8235
C -8.033589 3.380111 -37.009177 -0.7068 -0.4104 0.4836
N -11.443048 2.322201 -34.302679 2.1824 5.6594 -6.7677
H -9.702796 0.077168 -35.912935 0.1164 -0.1589 -0.0013
H -11.124432 0.951220 -36.396563 0.3568 -0.2699 -0.0924
H -11.217689 -0.335021 -35.117339 0.2861 0.6994 -0.4341
H -9.863020 1.199688 -33.586363 -1.0810 -0.5332 -1.0959
H -8.243800 2.085019 -34.819030 0.3304 0.6951 0.0017
H -9.299932 3.596479 -34.551878 -0.0655 -1.0914 0.0892
H -7.188389 2.752130 -36.727463 0.2839 0.2593 0.1670
H -7.878662 4.443543 -36.826924 0.1779 0.0224 0.6298
H -8.124663 3.330699 -38.094246 -0.4650 -0.4260 0.0435
H -11.172668 3.224828 -33.938988 0.9707 0.1968 -1.0695
H -11.586165 2.518313 -35.283066 -1.1973 0.8385 -0.1352
C -12.976199 -6.000027 -34.136394 -0.0046 -0.3702 -0.0540
C -11.897776 -5.672740 -33.058524 0.4469 0.2775 -2.2283
C -11.876316 -4.192427 -32.810349 0.4457 0.2123 1.3385
O -11.878868 -3.454185 -33.982170 0.0796 0.0035 -1.5606
C -11.765393 -2.042970 -33.848715 -0.9338 -2.4026 0.9115
N -12.161366 -6.407088 -31.873779 -1.0523 -1.2878 1.4411
H -13.736046 -5.222317 -34.213130 -0.2166 -0.1756 0.6783
H -13.425612 -6.968445 -33.916568 -0.2966 0.1136 0.2517
H -12.704763 -6.099809 -35.187330 0.9782 0.1306 0.1171
H -10.891176 -5.954506 -33.367515 0.1258 0.0915 -0.9290
H -10.962320 -3.990849 -32.251690 0.0822 0.3328 0.4228
H -12.728856 -3.943085 -32.178600 -0.0822 0.1020 0.0432
H -10.739552 -1.774853 -33.596039 0.1764 -0.1404 -0.5508
H -12.392766 -1.752263 -33.006105 0.0933 -0.1979 0.0649
H -12.231950 -1.611337 -34.734230 0.7867 -0.1472 0.0444
H -12.122042 -7.386667 -32.116681 -0.4348 -0.2628 -0.1387
H -11.467213 -6.382405 -31.140541 0.3163 0.8763 -0.0206
C -12.073855 0.040377 -27.923293 0.5396 0.5396 0.4636
C -10.858728 -0.557189 -27.266331 -0.1969 -1.3622 0.6464
O -10.960461 -1.994923 -27.107747 0.8057 1.0322 0.0206
O -11.959502 -0.021629 -29.360670 1.1970 5.8426 4.6574
H -12.054882 1.054676 -27.524643 -0.4067 0.4267 -0.6816
H -13.034668 -0.402382 -27.660794 0.1284 -0.2636 0.3203
H -10.617206 -0.133943 -26.291328 -0.9203 -0.0153 0.4997
H -9.962833 -0.188465 -27.765824 0.1012 -0.7370 -0.9686
H -11.783409 -2.300952 -27.495946 0.0594 0.0562 -0.3793
H -12.224235 0.840741 -29.689064 0.9707 0.4073 -0.0067
```
Positions in Å, forces in eV/Å.

Calculated values
gap between HOMO and LUMO	8.1	eV
relative energy (zero: lowest compared OMol25 entry of this formula, charge and spin)	22.919	eV
total charge	0
E_LUMO	0.30	eV
strongest force on any atom	9.09	eV Å⁻¹
HOMO level	-7.8	eV